Entry 1:
Here is a structure of composition C26H43BrN6P2Pt from the OMol25 dataset. Energies are from ωB97M-V/def2-TZVPD.

- energy relative to the best compared isomer or geometry (same formula, charge and spin) (eV) = 0.000
- energy (Eh) = -4719.350575

ORCA input file:
```
! RIJCOSX wB97M-V def2-TZVPD def2/J DEFGRID3
* xyz 4 5
C 1.9337 -3.6709 0.3834
H -3.7362 1.4900 -2.3649
C -3.9771 1.9210 0.3466
H 4.2382 1.5867 -3.7852
H 2.1956 2.7343 -0.5176
C 3.7584 0.6802 -4.1691
H 0.5454 1.3682 5.3686
H -3.2692 -2.3449 1.9964
C -3.6631 1.6429 1.6476
C 1.6605 -0.3479 2.2766
H 4.0018 3.6612 -1.9813
H -2.7792 2.1065 2.0936
H 2.2914 -3.3427 -0.6015
H 0.2630 -3.1949 1.6689
C 3.1331 2.1677 -0.6021
H -4.9678 1.7204 -0.0743
C -0.7055 3.2993 -0.6744
C 5.5692 0.1265 -1.3390
H -0.1406 -4.2979 0.3446
H -1.8769 -3.4305 1.8188
Pt 0.6468 0.0399 -0.5431
C -3.8849 0.3139 3.7608
H 4.0780 -0.6804 0.0264
H -2.6961 -2.1278 -0.3423
Br 1.0689 2.9695 -2.9405
H 2.5473 -0.9083 -3.3265
H -1.3360 -1.1856 -2.9917
H 2.3794 -1.0974 1.9696
N 0.8594 0.3764 1.4264
N -5.4830 -1.4808 3.8763
C -2.9766 2.4380 -0.5585
H 5.6532 0.5197 -2.3596
C -1.6668 2.0698 -2.5718
C -5.4579 -0.0414 1.9573
H -2.5544 -2.4435 -2.6117
C -0.5879 2.6862 -1.9236
N 0.4293 1.8360 4.4777
H 0.4535 -3.0532 -2.4132
H -5.8712 0.1754 0.9762
P -0.2970 -2.0238 -0.3683
H -6.8496 -1.6713 2.3090
H 4.5176 -0.1012 -4.2894
C -5.9927 -1.1060 2.6983
H -0.8786 -3.9637 -1.6862
N 0.2156 1.3000 2.1744
H -4.1167 -1.0922 5.4000
C -1.5125 -2.2681 -2.9126
C -2.8868 1.9890 -1.8983
H 5.8462 0.9115 -0.6285
C -2.1956 -2.3807 1.7658
H -1.5145 1.6221 -3.5514
C 2.6003 0.1937 -3.3061
H 3.3675 1.8339 0.4222
H -1.6741 -1.8195 2.5569
C -1.9578 -1.7600 0.3876
H 2.1205 -4.7542 0.4593
N 0.4865 0.9174 3.4471
C 4.2618 3.0801 -1.0894
H -1.3860 -2.7056 -3.9123
C -0.5405 -2.9441 -1.9493
H -2.0917 -0.6687 0.4546
H 6.3376 -0.6502 -1.2477
H 1.6293 0.5614 -3.6793
H 4.4926 3.8046 -0.2995
H 5.1951 2.5439 -1.2641
C -4.3550 0.6796 2.4738
C 0.4463 -3.3970 0.6047
H 3.4087 0.9176 -5.1787
H 0.1539 3.7858 -0.2158
H -2.0376 3.6704 0.9640
C -4.4773 -0.7756 4.4134
C -1.9240 3.2080 -0.0152
H -3.0585 0.8391 4.2420
H 2.5462 -3.1779 1.1537
N 1.4905 -0.0163 3.5449
H -0.4119 2.3916 4.4122
C 4.1794 -0.4509 -1.0440
P 2.7429 0.5977 -1.4939
H 4.0448 -1.4020 -1.5777
*
```


Entry 2:
Here is the molecule C3H5NO2 from the OMol25 dataset. Energies are from ωB97M-V/def2-TZVPD.

- energy relative to the best compared isomer or geometry (same formula, charge and spin) (eV) = 3.340
- SMILES = O=C(O)[C@@H]1CN1
- energy (Eh) = -322.451584

ORCA input file:
```
! RIJCOSX wB97M-V def2-TZVPD def2/J DEFGRID3
* xyz 0 1
H 0.9947 0.4551 1.6398
O -1.9686 -0.6086 0.1403
C 0.3110 -0.7265 -0.2055
H 2.0015 -0.2550 -1.2904
C 1.4194 -0.2144 0.7906
H 0.5321 1.2666 -0.1428
H 0.3057 -1.7866 -0.6866
O -0.5987 1.3442 0.0107
H 2.3137 -0.6814 1.2098
C -0.9641 -0.0335 -0.1390
N 1.3989 0.1376 -0.6592
*
```


Entry 3:
Here is the molecule C7H10 from the OMol25 dataset. Energies are from ωB97M-V/def2-TZVPD.

- energy relative to the best compared isomer or geometry (same formula, charge and spin) (eV) = 4.030
- SMILES = C/C=C1/[C@@H]2C[C@]12C
- energy (Eh) = -272.569892

ORCA input file:
```
! RIJCOSX wB97M-V def2-TZVPD def2/J DEFGRID3
* xyz 0 1
H 1.1238 1.6492 -1.1959
H 2.5195 1.3277 -0.4372
C 0.9417 -1.3661 -0.6086
H 1.2245 -1.7024 -1.5734
C -0.2952 -0.6957 -0.1216
H -1.9631 -1.5100 -1.1073
H -2.9464 -0.2658 1.0438
C -2.5665 0.2682 0.2409
H 1.3622 2.0545 0.5179
H 2.8690 -1.3366 0.7191
H -3.2755 0.5150 -0.4863
H 1.3969 -1.8326 1.5087
C 1.7733 -1.2300 0.6583
C 1.4995 1.3804 -0.2837
C 1.0557 0.0301 0.1456
H -1.9238 1.1036 0.7015
C -1.6595 -0.7510 -0.4023
*
```


Entry 4:
Here is a structure of composition C16H33BCl3F7IKN4NaO14PS2 from the OMol25 dataset. Energies are from ωB97M-V/def2-TZVPD.

- energy (Eh) = -6204.048768

ORCA input file:
```
! RIJCOSX wB97M-V def2-TZVPD def2/J DEFGRID3
* xyz 0 1
H 3.9703 1.7547 2.2921
K 1.7322 1.1434 0.1032
O -3.9757 0.9568 -3.5479
H -1.2417 5.3932 9.3068
H 2.4404 -5.3074 -3.3901
H 5.6482 2.1763 2.0984
F 1.0088 -3.1543 -2.1966
C 4.8344 2.1759 2.8170
C 2.5796 -6.2705 -2.8999
Cl -1.5972 4.9192 6.0539
F 2.9232 -2.2869 -1.7392
C 3.3624 3.8057 3.6733
H 1.0396 -9.7106 -6.5122
F -2.1538 -0.7523 -1.9641
H 4.3171 -6.8294 -4.0724
C 0.5794 -9.9373 -5.5543
H -1.3405 -8.3592 -4.2477
C 0.2455 -7.0915 -3.3460
H -2.2132 7.5485 10.8442
H 1.0349 5.0852 2.7716
I 2.7712 3.7352 0.1127
C 5.1988 1.2753 3.9903
F -3.0945 -1.6205 -3.7723
P 1.9725 3.7604 2.4199
O 0.3287 2.2406 4.1840
O 0.7277 -0.3731 -1.2176
O 0.6268 1.0494 2.1630
H -4.0374 6.0748 9.9566
H 5.7050 1.8216 4.7793
N -3.9349 3.7774 -3.3255
H -0.4749 -10.1440 -5.7016
O 4.6370 3.5296 3.1814
H 0.4327 1.4248 4.6889
O -1.3574 5.8540 10.1446
F 0.4710 4.9655 3.7107
H -1.5413 7.6868 9.2130
H 1.0611 -10.8046 -5.1106
C -0.3159 -8.0827 -4.0766
S 0.9565 -1.4167 -0.2272
H -4.8160 3.3171 -3.4350
O -0.2288 -2.0248 0.2913
Na -4.8488 -0.5533 -4.6500
F -0.9381 -1.2440 -3.6290
H -1.8479 2.7447 5.2897
H -2.6196 0.4359 -7.6600
H 5.8752 0.5041 3.6292
C -2.1879 3.2780 6.1665
H 2.3157 -6.1515 -1.8507
B 0.8604 2.1579 2.9421
H -3.3462 6.1899 8.3440
H -3.1031 3.2892 -3.6145
F 2.0858 -3.7884 -0.4372
O -1.7362 -0.9154 -10.1363
C -2.4697 -0.3440 -9.3304
O -3.6845 -0.0411 -9.3923
H 1.3730 0.4152 2.1727
H -5.8831 5.2041 -2.5341
O -2.5917 0.3738 -5.4558
H -4.9223 6.5560 -2.0452
O -2.7322 5.5913 -2.6638
N 0.7135 -8.7853 -4.6607
H 3.3645 4.8317 4.0272
C 1.8663 -8.2361 -4.2852
H -0.1782 -6.3104 -2.7389
C 1.7794 -2.7252 -1.1967
C -2.1094 7.0372 9.8884
Cl -3.9515 3.2250 6.1924
C -3.4663 6.7222 9.2903
C 4.0172 -6.7267 -3.0286
H -4.0432 7.6297 9.1071
H 4.1775 -7.6859 -2.5336
Cl -1.5249 2.4610 7.5939
C -2.1248 -0.7768 -3.2846
N 1.6086 -7.2021 -3.4978
O -1.8583 0.0219 -8.0778
C -3.8019 5.0260 -2.8062
H 4.3406 0.7400 4.3901
H 3.0868 3.1818 4.5268
O -1.6510 1.7674 -3.6564
O 1.9582 -1.0619 0.8036
H 4.6655 -5.9879 -2.5654
N -4.9850 5.6348 -2.4325
H 2.8409 -8.5789 -4.5823
S -2.6046 0.7901 -4.0779
*
```


Entry 5:
Here is a structure of composition C4H12N2OS from the OMol25 dataset. Energies are from ωB97M-V/def2-TZVPD.

- energy relative to the best compared isomer or geometry (same formula, charge and spin) (eV) = 1.978
- energy (Eh) = -742.400868

ORCA input file:
```
! RIJCOSX wB97M-V def2-TZVPD def2/J DEFGRID3
* xyz -1 2
S 0.9889 -0.2737 3.0655
H -1.1364 2.8640 1.7207
N 0.7688 1.1857 -1.1253
H -1.0452 -0.3733 0.5883
H -0.1644 0.9362 -1.6984
H -0.0203 -2.1395 1.9815
C -1.1616 -1.0603 -1.9329
C 0.7680 0.7205 0.2665
C 0.5137 -1.2622 1.6581
H 0.7537 -1.4050 -1.2885
H 1.4136 -1.8811 1.4542
H 1.7743 0.3777 0.4865
H -0.5300 -1.1161 -2.9277
H -0.7864 3.5543 1.8751
N -0.1546 -1.4691 -0.7885
O -1.5151 0.2013 -1.7373
C -0.0024 -0.6276 0.3622
H 0.4365 1.4212 1.1410
H -1.8100 -1.9508 -2.1125
H 0.9090 2.2977 -0.9885
*
```


Entry 6:
Here is the molecule C3H7NOS from the OMol25 dataset. Energies are from ωB97M-V/def2-TZVPD.

- energy relative to the best compared isomer or geometry (same formula, charge and spin) (eV) = 0.864
- SMILES = CCSNC=O
- energy (Eh) = -646.680232

ORCA input file:
```
! RIJCOSX wB97M-V def2-TZVPD def2/J DEFGRID3
* xyz 0 1
H 0.7757 0.4346 1.8320
S -0.3289 1.1199 -0.1173
H -0.8818 -0.8538 -1.3699
N 0.8045 0.2974 0.8179
H -2.7672 -0.2976 0.8799
C -2.0730 -1.0081 0.3995
C -1.3630 -0.2130 -0.6461
O 2.0168 -0.6448 -0.8306
H -2.6514 -1.7797 -0.1097
H -2.1391 0.3708 -1.2383
H -1.4201 -1.4735 1.1439
C 1.7996 -0.5022 0.3274
H 2.3986 -0.9033 1.1751
*
```


Entry 7:
Here is a structure of composition C13H19Cl2O5Pt from the OMol25 dataset. Energies are from ωB97M-V/def2-TZVPD.

- energy relative to the best compared isomer or geometry (same formula, charge and spin) (eV) = 1.007
- energy (Eh) = -1922.690260

ORCA input file:
```
! RIJCOSX wB97M-V def2-TZVPD def2/J DEFGRID3
* xyz -1 1
H 0.2646 -3.0196 -3.4770
H -3.9307 0.0142 2.2208
H 5.2953 2.1324 -0.2556
Pt 0.5981 0.8599 -0.8844
H 1.0314 -3.1576 0.2518
H -1.7593 2.3492 2.5761
H -2.6972 -0.5282 -0.1996
H 1.9074 -0.6391 -2.5042
C 1.3678 -2.2742 -0.2886
H 1.2877 -1.4158 0.3883
O -0.3050 3.9959 1.5302
Cl 3.2195 2.0798 -1.3906
H -3.3765 1.8646 0.9645
C -1.3042 1.8480 1.7153
O -1.0911 1.9632 -1.3960
H -1.4951 -1.1197 3.4776
H 1.8890 -3.1856 -2.8169
H -0.5141 -2.0826 -1.2943
C 0.8298 -3.1678 -2.5589
H -2.2083 0.4624 3.8321
C 0.5506 -2.0445 -1.5557
C 0.8492 -0.6808 -2.1692
C -3.0019 -0.5159 2.0168
C -1.8897 -0.2050 3.0319
H 5.4973 1.9456 -2.0361
C -2.3519 -0.0332 0.7080
H -3.2166 -1.5842 1.9752
H 2.4202 -2.4090 -0.5395
C -2.3879 1.5077 0.6600
O 0.8491 2.3125 0.6776
O -3.2044 2.5321 -1.3164
C 4.9289 1.6436 -1.1578
C -0.1749 2.8138 1.2490
H 0.1957 0.3885 2.4702
C -2.2135 2.0514 -0.7897
H 0.2322 -0.5601 -3.0755
H 0.5669 -4.1450 -2.1528
O -0.9852 -0.3342 0.9397
C -0.8358 0.4423 2.1224
Cl 5.1626 -0.1050 -0.9487
*
```